Density functional theory data (the ωB97M-V functional and the def2-TZVPD basis) for C45H40AsBrN4STl as an isolated structure.

Results
Net charge ... +1
LUMO level ... -0.12654 hartree
Total energy ... -199679.42444 eV

Cartesian coordinates (Å):
1 Tl 0.772 -0.082 -0.239
2 Br 8.039 -2.288 1.039
3 C 6.344 -1.488 1.182
4 C 5.251 -2.089 0.580
5 C 4.006 -1.491 0.691
6 C 3.848 -0.319 1.416
7 C 4.957 0.287 1.989
8 C 6.209 -0.296 1.874
9 N 2.533 0.245 1.525
10 C 2.188 0.945 2.513
11 C 0.858 1.614 2.561
12 C 0.556 2.457 3.610
13 C -0.666 3.120 3.610
14 C -1.538 2.914 2.561
15 C -1.163 2.040 1.551
16 N 0.001 1.401 1.555
17 H 5.374 -3.007 0.018
18 H 3.150 -1.953 0.211
19 H 4.861 1.243 2.491
20 H 7.077 0.180 2.308
21 H 2.852 1.108 3.365
22 H 1.271 2.594 4.414
23 H -0.922 3.798 4.417
24 H -2.497 3.414 2.515
25 H -1.816 1.847 0.710
26 S 2.551 0.965 -1.620
27 C 1.759 1.314 -3.174
28 C 2.633 1.449 -4.261
29 C 2.178 1.852 -5.504
30 C 0.831 2.148 -5.697
31 C -0.044 2.008 -4.637
32 C 0.398 1.571 -3.383
33 As -0.936 1.356 -1.997
34 C -1.800 3.075 -2.113
35 C -3.110 3.199 -2.559
36 C -3.662 4.469 -2.710
37 C -2.908 5.596 -2.414
38 C -1.600 5.461 -1.956
39 C -1.045 4.200 -1.803
40 C -2.243 0.121 -2.706
41 C -3.180 -0.343 -1.782
42 C -4.128 -1.288 -2.152
43 C -4.137 -1.782 -3.451
44 C -3.204 -1.323 -4.371
45 C -2.256 -0.375 -4.003
46 H 3.688 1.246 -4.107
47 H 2.880 1.947 -6.325
48 H 0.471 2.487 -6.661
49 H -1.086 2.264 -4.777
50 H -3.697 2.321 -2.792
51 H -4.681 4.573 -3.063
52 H -3.336 6.585 -2.544
53 H -1.012 6.341 -1.724
54 H -0.023 4.098 -1.460
55 H -3.177 0.037 -0.768
56 H -4.857 -1.637 -1.429
57 H -4.866 -2.531 -3.743
58 H -3.206 -1.710 -5.383
59 H -1.530 -0.046 -4.730
60 C -3.571 -2.115 2.152
61 C -2.654 -0.890 2.093
62 C -1.492 -0.995 3.053
63 C -1.678 -0.682 4.398
64 C -0.644 -0.820 5.315
65 C 0.586 -1.300 4.890
66 C 0.810 -1.626 3.553
67 C 2.138 -2.218 3.136
68 C 2.271 -3.686 3.564
69 C -0.235 -1.451 2.641
70 N -0.007 -1.680 1.248
71 C -0.333 -2.791 0.669
72 C -0.190 -2.957 -0.723
73 C -0.492 -4.033 -1.561
74 C -0.179 -3.613 -2.856
75 C 0.297 -2.296 -2.746
76 N 0.284 -1.905 -1.463
77 H -4.391 -2.029 1.431
78 H -4.005 -2.227 3.150
79 H -3.015 -3.031 1.927
80 H -3.233 0.005 2.336
81 H -2.288 -0.773 1.074
82 H -2.653 -0.325 4.726
83 H -0.802 -0.565 6.359
84 H 1.393 -1.437 5.607
85 H 2.953 -1.635 3.576
86 H 2.250 -2.155 2.057
87 H 2.201 -3.788 4.650
88 H 3.231 -4.100 3.244
89 H 1.473 -4.294 3.122
90 H -0.726 -3.619 1.262
91 H -0.878 -4.999 -1.250
92 H -0.283 -4.176 -3.773
93 H 0.652 -1.636 -3.530